Below is a cluster of 2 separate species, CH2N2S2 in total in a non-equilibrium geometry, with properties calculated with ωB97M-V/def2-TZVPD.

## Properties
- LUMO level (spin up / spin down): -0.102 / -0.066 hartree
- Relative energy (zero: lowest compared OMol25 entry of this formula, charge and spin): 1.617 eV
- Strongest force on any atom: 3.286 eV/A
- E: -945.104168 Ha
- HOMO energy (spin up / spin down): -9.1 / -9.3 eV

Last column: Mulliken charge in e.
Positions of all 7 atoms, in Å:
C 1.368 -1.084 0.214  0.44
N 0.350 -1.614 0.351  -0.58
N -1.201 0.641 -0.187  -0.32
S 2.515 0.035 0.015  -0.24
S -0.024 1.640 0.252  0.02
H -1.037 -0.393 0.184  0.41
H -1.970 0.776 -0.830  0.26


Below is a cluster of 2 separate species, CH2N3 in total in a non-equilibrium geometry, with properties calculated with ωB97M-V/def2-TZVPD.

## Properties
- LUMO level: -0.223 hartree
- Relative energy (zero: lowest compared OMol25 entry of this formula, charge and spin): 0.682 eV
- Strongest force on any atom: 6.441 eV/A
- E: -203.241816 Ha
- HOMO energy: -19.2 eV
- Charge: +1

Last column: Mulliken charge in e.
Positions of all 6 atoms, in Å:
C -0.653 -0.504 -0.035  0.25
N 1.409 0.063 0.121  0.15
N 2.490 0.031 -0.043  -0.12
N -1.286 0.470 0.039  -0.02
H -0.433 -1.488 0.062  0.39
H -1.528 1.428 -0.145  0.35


Below is a structure of composition CH2N3O in a non-equilibrium geometry, with properties calculated with ωB97M-V/def2-TZVPD.

## Properties
- LUMO level: -0.222 hartree
- Relative energy (zero: lowest compared OMol25 entry of this formula, charge and spin): 1.034 eV
- Strongest force on any atom: 4.200 eV/A
- E: -278.512125 Ha
- HOMO energy: -18.2 eV
- Charge: +1

Last column: Mulliken charge in e.
Positions of all 7 atoms, in Å:
C 0.091 -0.617 0.036  0.73
N 2.298 1.288 -0.017  -0.02
N 1.329 0.804 0.113  0.18
N -1.124 -0.102 -0.040  -0.29
O 0.739 -1.593 -0.002  -0.17
H -1.349 0.796 -0.382  0.27
H -1.984 -0.576 0.292  0.31


Below is the ion CH2N3O2 with charge +1 in a non-equilibrium geometry, with properties calculated with ωB97M-V/def2-TZVPD.

## Properties
- LUMO level: -0.320 hartree
- Relative energy (zero: lowest compared OMol25 entry of this formula, charge and spin): 1.625 eV
- Strongest force on any atom: 3.596 eV/A
- E: -353.543067 Ha
- HOMO energy: -18.4 eV
- Charge: +1

Last column: Mulliken charge in e.
Positions of all 8 atoms, in Å:
O 1.067 1.683 -0.200  -0.34
N 0.260 0.868 0.043  0.95
C 0.348 -0.590 -0.282  -0.20
O -0.866 -1.054 0.226  -0.03
N -1.538 -0.108 0.735  0.29
N -0.901 1.059 0.650  -0.26
H 0.423 -0.766 -1.373  0.30
H 1.208 -1.092 0.201  0.30


Below is an isolated molecule of CH2N4O in a non-equilibrium geometry, with properties calculated with ωB97M-V/def2-TZVPD.

## Properties
- LUMO level: 0.003 hartree
- Relative energy (zero: lowest compared OMol25 entry of this formula, charge and spin): 1.438 eV
- Strongest force on any atom: 5.554 eV/A
- E: -333.494952 Ha
- HOMO energy: -10.3 eV

Last column: Mulliken charge in e.
Positions of all 8 atoms, in Å:
O -1.700 -0.387 -0.071  -0.41
C -0.411 -0.459 0.071  0.57
N 0.421 -1.523 0.027  -0.37
N 1.639 -0.817 -0.009  -0.17
N 1.556 0.389 -0.074  -0.36
N 0.285 0.687 0.110  0.16
H -1.845 0.512 0.079  0.32
H 0.055 1.598 -0.132  0.25


Below is an isolated molecule of CH2N4O in a non-equilibrium geometry, with properties calculated with ωB97M-V/def2-TZVPD.

## Properties
- LUMO level: 0.000 hartree
- Relative energy (zero: lowest compared OMol25 entry of this formula, charge and spin): 3.261 eV
- Strongest force on any atom: 10.415 eV/A
- E: -333.427951 Ha
- HOMO energy: -10.0 eV

Last column: Mulliken charge in e.
Positions of all 8 atoms, in Å:
N 0.871 -1.081 -0.120  -0.36
C -0.051 -0.088 -0.089  0.53
N -1.295 -0.146 0.416  -0.35
N -1.465 1.232 0.707  0.04
O -0.618 1.964 0.136  0.03
N 0.407 1.195 -0.445  -0.34
H 1.702 -0.990 -0.435  0.18
H 0.450 -2.086 -0.170  0.26


Below is an isolated molecule of CH2N4O in a non-equilibrium geometry, with properties calculated with ωB97M-V/def2-TZVPD.

## Properties
- LUMO level: 0.006 hartree
- Relative energy (zero: lowest compared OMol25 entry of this formula, charge and spin): 2.928 eV
- Strongest force on any atom: 1.573 eV/A
- E: -333.440194 Ha
- HOMO energy: -9.5 eV

Last column: Mulliken charge in e.
Positions of all 8 atoms, in Å:
H -2.151 0.461 -0.003  0.21
N -1.729 -0.437 0.013  -0.59
C -0.465 -0.338 -0.004  0.48
N 0.423 -1.450 0.020  -0.14
N 1.575 -1.066 -0.033  -0.03
O 1.700 0.331 0.041  -0.10
N 0.378 0.742 -0.027  -0.06
H 0.270 1.756 -0.007  0.23


Below is an isolated molecule of CH2N4O in a non-equilibrium geometry, with properties calculated with ωB97M-V/def2-TZVPD.

## Properties
- LUMO level: 0.010 hartree
- Relative energy (zero: lowest compared OMol25 entry of this formula, charge and spin): 1.636 eV
- Strongest force on any atom: 3.155 eV/A
- E: -333.487694 Ha
- HOMO energy: -10.3 eV

Last column: Mulliken charge in e.
Positions of all 8 atoms, in Å:
O 2.142 -0.353 -0.004  -0.41
C 0.989 -0.292 -0.081  0.42
N 0.083 -1.513 0.044  -0.13
N -1.041 -1.104 -0.063  -0.14
N -1.153 0.273 0.146  -0.07
N 0.134 0.879 -0.131  -0.26
H -1.791 0.695 -0.507  0.28
H 0.637 1.415 0.597  0.31


Below is an isolated molecule of CH2N4O in a non-equilibrium geometry, with properties calculated with ωB97M-V/def2-TZVPD.

## Properties
- LUMO level: 0.026 hartree
- Relative energy (zero: lowest compared OMol25 entry of this formula, charge and spin): 1.093 eV
- Strongest force on any atom: 5.928 eV/A
- E: -333.507637 Ha
- HOMO energy: -9.9 eV

Last column: Mulliken charge in e.
Positions of all 8 atoms, in Å:
O 1.913 0.282 -0.115  -0.44
C 0.668 0.217 0.014  0.67
N -0.121 1.349 0.101  -0.27
N -1.363 0.926 -0.114  -0.33
N -1.279 -0.398 -0.121  0.34
N -0.098 -0.820 0.068  -0.59
H 2.285 -0.594 0.003  0.37
H -2.005 -0.961 0.163  0.25


Below is an isolated molecule of CH2N4O, with properties calculated with ωB97M-V/def2-TZVPD.

## Properties
- LUMO level: -0.012 hartree
- Relative energy (zero: lowest compared OMol25 entry of this formula, charge and spin): 4.712 eV
- Strongest force on any atom: 0.976 eV/A
- E: -333.374651 Ha
- HOMO energy: -9.2 eV

Last column: Mulliken charge in e.
Positions of all 8 atoms, in Å:
N 1.503 -0.002 -0.017  -0.63
C 0.227 -0.050 -0.355  0.26
N -0.693 -0.177 -1.304  -0.36
O -1.907 -0.078 -0.549  -0.02
N -1.678 0.096 0.755  -0.12
N -0.426 0.113 0.872  0.05
H 2.236 -0.079 -0.714  0.21
H 0.738 0.176 1.311  0.61


Below is an isolated molecule of CH2N4O2 in a non-equilibrium geometry, with properties calculated with ωB97M-V/def2-TZVPD.

## Properties
- LUMO level: 0.016 hartree
- Relative energy (zero: lowest compared OMol25 entry of this formula, charge and spin): 4.713 eV
- Strongest force on any atom: 2.315 eV/A
- E: -408.612329 Ha
- HOMO energy: -9.6 eV

Last column: Mulliken charge in e.
Positions of all 9 atoms, in Å:
N -2.673 0.579 0.147  -0.35
C -1.516 0.507 -0.118  0.31
N -0.308 0.513 -0.089  -0.23
N 0.589 -0.527 0.058  -0.12
N 1.968 -0.170 -0.063  0.99
O 2.128 1.017 -0.232  -0.52
O 2.843 -1.028 -0.114  -0.59
H -3.551 0.427 -0.267  0.27
H 0.520 -1.317 0.678  0.25


Below is a cluster of 2 separate species, CH2N4O2 in total in a non-equilibrium geometry, with properties calculated with ωB97M-V/def2-TZVPD.

## Properties
- LUMO level (spin up / spin down): -0.099 / -0.065 hartree
- Relative energy (zero: lowest compared OMol25 entry of this formula, charge and spin): 6.112 eV
- Strongest force on any atom: 3.140 eV/A
- E: -408.560918 Ha
- HOMO energy (spin up / spin down): -10.8 / -10.4 eV

Last column: Mulliken charge in e.
Positions of all 9 atoms, in Å:
C -0.602 -1.050 -0.709  0.10
N 0.232 -0.311 -0.013  -0.26
N -1.485 -0.302 -1.461  -0.55
N 0.090 0.899 -0.372  -0.14
N -1.114 0.883 -1.367  1.04
O -1.571 1.895 -1.818  -0.57
O -0.929 1.621 1.161  -0.42
H -0.745 -2.122 -0.616  0.43
H -0.862 2.539 0.756  0.36